# C12H19NO2

A single C12H19NO2 molecule (wB97M-V/def2-TZVPD, the OMol25 dataset).

```
34
Properties=species:S:1:pos:R:3:forces:R:3
C -1.31392 -5.19127 1.51441 0.0 0.5 0.0
C -1.10318 -4.03383 1.73459 0.1 -0.4 0.0
C -0.76287 -2.64968 2.02262 0.0 0.5 0.0
O 0.46052 -2.52395 2.74103 -0.2 0.1 0.1
C 1.59152 -2.82201 1.97903 0.4 -0.5 0.1
O 1.81781 -1.91438 0.94995 0.0 0.2 -0.2
C 2.16652 -0.60765 1.40734 0.0 -0.1 0.4
C 1.95900 0.33951 0.32968 0.0 0.1 -0.3
C 1.75732 1.04882 -0.61694 0.2 -0.2 0.6
C 1.42053 1.95891 -1.70498 -0.1 0.3 -0.4
N 0.01846 2.32839 -1.79189 0.2 0.2 0.0
C -0.46612 2.96614 -0.57974 -0.1 0.1 0.0
C -1.78612 3.69715 -0.79999 0.3 -0.2 0.1
C -0.84128 1.30740 -2.35887 -0.1 -0.2 0.0
C -1.13541 0.07821 -1.49059 0.1 0.2 -0.2
H -1.53804 -6.19651 1.31379 -0.1 -0.6 -0.1
H -1.52582 -2.20595 2.66953 0.1 0.0 -0.2
H -0.70726 -2.08589 1.07945 -0.1 0.0 0.2
H 2.42559 -2.83909 2.69733 -0.2 0.0 -0.1
H 1.49720 -3.80134 1.48841 0.0 0.2 0.1
H 1.53338 -0.33232 2.26381 0.2 -0.1 -0.1
H 3.22028 -0.59792 1.72914 -0.2 0.0 0.0
H 1.71257 1.49913 -2.65461 0.0 0.1 0.0
H 2.00338 2.88029 -1.57948 0.0 -0.1 -0.1
H -0.56955 2.25605 0.25713 0.1 0.1 0.0
H 0.29293 3.69922 -0.28902 0.0 -0.1 0.1
H -1.99497 4.33527 0.05526 -0.1 0.0 0.1
H -1.72255 4.31601 -1.69126 0.0 0.1 -0.1
H -2.61353 3.00191 -0.91367 -0.1 0.0 0.0
H -0.37141 0.97762 -3.29063 -0.1 0.1 0.0
H -1.78486 1.79064 -2.62559 0.0 -0.1 -0.1
H -0.21553 -0.44026 -1.23239 0.0 -0.1 0.1
H -1.78022 -0.60431 -2.03950 -0.1 -0.1 0.0
H -1.64438 0.36568 -0.57335 -0.1 0.0 0.1
```
Forces are in eV/Å.

Results
spin multiplicity = 1
DFT total energy = -18332.48880 eV
relative energy (zero: lowest compared OMol25 entry of this formula, charge and spin) = 111.5 kcal per mole
max |F| = 0.0127 hartree/bohr
HOMO-LUMO gap = 9.4 eV
net charge = 0

***

# C9H20N4O2

A gas-phase ion, C9H20N4O2 (charge +2) (wB97M-V/def2-TZVPD, the OMol25 dataset).

```
35
Properties=species:S:1:pos:R:3:forces:R:3
C -4.66664 -0.41136 -0.07548 -0.6 1.8 1.4
N -3.92482 0.86277 -0.09630 3.5 -1.9 1.8
N -2.26097 0.39484 0.30534 -1.3 2.1 -1.0
C -1.64601 -0.26019 -0.88578 -0.1 -1.0 0.8
N -0.40002 -0.68092 -0.22505 -0.6 0.7 0.6
C 0.21820 -1.98445 -0.51624 -0.5 -0.6 0.6
C 1.41876 -2.22901 0.38379 -0.8 -1.0 2.8
C 2.40069 -1.11987 0.36223 0.9 1.3 -3.6
C 1.85972 0.32820 0.52299 -0.2 -0.9 2.4
C 2.80181 1.26690 -0.27151 0.0 -0.3 0.0
C 4.23673 1.36922 0.10632 1.2 0.9 -0.2
O 2.33067 1.74639 -1.27276 -0.6 0.4 -0.4
N 0.44408 0.49817 -0.10011 1.8 1.1 1.2
C -0.30628 1.48126 0.85477 1.0 1.6 -1.6
O -1.53426 1.65089 0.31982 -3.0 0.0 -0.5
H -4.31874 -0.87216 0.82795 -0.3 -0.5 0.5
H -5.72317 -0.14945 -0.03030 0.0 -0.3 0.0
H -4.42577 -0.99716 -0.88677 0.2 -1.1 -1.9
H -3.85670 1.41123 -0.90333 -0.2 1.0 -1.9
H -4.18977 1.42098 0.69475 0.0 0.6 0.5
H -1.31728 0.43190 -1.75445 -1.7 -1.1 1.0
H -2.41188 -1.12012 -0.93319 2.0 0.8 -1.2
H 0.47797 -1.93326 -1.53173 0.7 -0.5 -1.7
H -0.56477 -2.79995 -0.38603 0.9 1.2 0.0
H 1.99751 -3.15786 0.18504 -0.9 0.4 -0.2
H 1.02345 -2.32574 1.43847 0.3 -0.2 -0.9
H 3.40614 -1.29968 0.75716 -0.6 0.1 0.9
H 2.67151 -1.14051 -0.73308 0.1 0.2 0.5
H 1.75848 0.60293 1.64076 0.3 -0.3 -1.7
H 4.58902 2.42855 0.35644 -0.9 -1.4 -0.1
H 4.90303 1.10124 -0.75010 -0.8 0.1 0.4
H 4.45995 0.67383 0.90340 0.2 0.2 0.4
H 0.81677 1.07556 -0.97589 -0.9 -0.8 0.3
H -0.33790 1.18717 1.87083 0.3 -1.1 0.9
H 0.07046 2.54967 0.79802 0.4 -1.4 -0.1
```
Forces are in eV/Å.

Results
spin multiplicity = 1
DFT total energy = -19690.39129 eV
relative energy (zero: lowest compared OMol25 entry of this formula, charge and spin) = 101.6 kcal per mole
max |F| = 0.0851 hartree/bohr
HOMO-LUMO gap = 9.5 eV
net charge = +2

***

# C3H6O2S

A single C3H6O2S molecule (wB97M-V/def2-TZVPD, the OMol25 dataset).

```
12
Properties=species:S:1:pos:R:3:forces:R:3
O 0.64890 2.15292 -0.16070 0.5 0.2 -0.1
C 0.27556 1.04470 0.11323 -0.7 0.0 0.1
C 0.55998 0.44014 1.47838 -0.8 1.3 0.4
O -0.27653 -0.64430 1.86613 0.8 0.8 -0.5
C -0.67769 0.31308 -0.77229 -0.3 -1.5 0.6
S -0.14209 -1.39561 -1.24061 1.0 0.6 0.5
H 1.59644 0.17782 1.43801 0.9 -0.3 0.4
H 0.42610 1.31352 2.15692 0.2 -0.9 -0.1
H 0.02592 -1.30044 1.23309 -0.5 -0.9 0.1
H -0.82422 0.80521 -1.69721 -0.4 0.9 -0.5
H -1.56658 0.19451 -0.11921 0.2 0.1 -0.7
H -1.31017 -1.71733 -1.72116 -0.9 -0.4 -0.3
```
Forces are in eV/Å.

Results
spin multiplicity = 1
DFT total energy = -18137.62091 eV
relative energy (zero: lowest compared OMol25 entry of this formula, charge and spin) = 30.6 kcal per mole
max |F| = 0.0318 hartree/bohr
HOMO-LUMO gap = 10.3 eV
net charge = 0

***

# C10H40N20O10

10 unconnected molecules or ions with the total composition C10H40N20O10 (wB97M-V/def2-TZVPD, the OMol25 dataset).

```
80
Properties=species:S:1:pos:R:3:forces:R:3
N -4.33574 -3.65274 1.82755 -3.6 1.3 2.4
C -3.14719 -3.60895 1.31428 -0.1 2.5 0.7
N -2.93359 -4.74709 0.79739 3.3 -5.5 -3.3
O -2.33491 -2.69116 1.28524 0.4 0.8 0.3
H -4.65728 -2.88375 2.39796 -0.3 0.5 0.2
H -4.73897 -4.56841 1.96560 -0.2 0.6 0.2
H -2.04071 -4.85350 0.33745 -0.3 -0.4 -0.2
H -3.65856 -5.44839 0.74552 0.6 0.1 -0.3
N 2.67103 3.02692 -1.29885 -0.6 -5.3 2.2
C 2.77592 4.31834 -1.42722 0.9 0.6 2.4
N 2.76679 4.56107 -2.69043 0.3 3.4 -5.5
O 2.91953 5.16300 -0.57311 -0.2 0.6 0.9
H 2.63993 2.52440 -0.42329 -0.1 0.7 0.3
H 2.89114 2.40335 -2.06228 -0.1 0.1 -0.1
H 2.76756 3.87567 -3.43227 0.0 0.1 0.4
H 3.08124 5.49629 -2.90626 -0.2 -0.1 -0.4
N -2.89604 -0.46880 3.10871 6.6 -0.4 -2.1
C -4.07938 -0.47200 3.52429 -0.3 2.8 1.9
N -4.26753 0.56450 4.34577 -1.7 1.3 1.7
O -4.87198 -1.26404 3.18716 -4.9 -3.8 -1.1
H -2.59345 -1.25331 2.54918 0.4 0.1 -0.2
H -2.24540 0.17750 3.53186 0.4 -0.5 -0.6
H -5.22823 0.77296 4.57750 0.5 0.4 0.2
H -3.50160 1.21805 4.42528 -0.9 0.3 0.3
N 0.46842 -5.96884 3.66575 -0.3 -8.4 2.7
C 0.86375 -4.88625 3.16129 1.4 2.9 1.0
N -0.17714 -4.13174 2.92730 -1.4 4.5 -2.2
O 2.03952 -4.53871 3.23260 0.6 0.6 -1.2
H -0.45473 -6.33941 3.84060 0.1 0.7 -0.4
H 1.19987 -6.61992 3.91307 -0.1 0.1 0.0
H 0.10308 -3.22200 2.58975 -0.6 0.2 -0.1
H -1.13457 -4.38410 2.72794 0.5 -0.3 0.1
N 0.82725 0.11307 -0.71553 2.7 0.1 -1.3
C -0.43285 -0.25400 -0.79069 0.8 2.6 -7.1
N -0.84777 -0.48367 0.35044 -4.8 -2.8 5.0
O -1.07850 -0.19879 -1.86205 0.2 -0.2 0.8
H 1.19847 -0.22618 0.16037 1.6 1.2 -0.4
H 1.12867 0.67280 -1.50036 1.0 -0.1 0.5
H -1.70804 -0.98115 0.16999 -0.4 -0.5 1.8
H -0.15995 -0.72741 1.04872 -0.8 -0.2 0.7
N -0.63925 -0.12393 -6.60485 -0.7 -0.4 -4.7
C -0.87370 0.09689 -5.32786 -1.0 0.3 -0.6
N 0.22773 -0.18249 -4.69393 2.4 -0.3 3.1
O -1.91926 0.52183 -4.90321 -1.1 0.8 0.8
H -1.33874 0.11590 -7.29282 0.1 -0.3 0.2
H 0.16740 -0.64989 -6.90944 -0.5 0.2 -0.1
H 0.26263 0.20792 -3.76309 0.5 -0.5 0.3
H 1.03913 -0.30796 -5.28213 0.1 0.3 1.0
N 3.50289 -0.95766 -2.36982 0.4 -0.6 4.0
C 3.38893 -0.07444 -3.31559 -2.3 -0.7 0.1
N 3.69495 -0.63945 -4.44222 1.4 0.2 -5.1
O 2.74589 0.96229 -3.25343 0.3 1.6 0.3
H 3.01062 -0.67322 -1.53504 0.2 -0.8 0.3
H 3.78218 -1.90731 -2.57048 -0.3 0.4 0.5
H 4.26256 -1.46916 -4.53966 -0.1 0.4 0.0
H 3.63151 0.01895 -5.20549 0.4 -0.5 -0.4
N -0.75098 4.08818 1.73940 -2.9 4.5 0.6
C 0.08245 3.21918 2.14842 0.4 -1.5 2.8
N 0.37134 2.34253 1.21830 2.0 -1.6 -0.3
O 0.43937 3.08129 3.35647 0.2 0.2 -0.9
H -1.19083 4.06419 0.83052 0.2 0.1 -0.1
H -1.05938 4.75373 2.43368 0.0 0.0 -0.3
H -0.04391 2.43017 0.30179 0.1 -0.6 0.3
H 0.70021 1.54130 1.73789 0.1 -1.1 -1.3
N -0.22629 2.93923 -2.64282 1.9 0.2 0.6
C -1.31115 3.27676 -1.95000 -1.6 0.7 1.6
N -2.36920 2.85968 -2.63961 -2.3 -0.1 -0.8
O -1.42821 3.87225 -0.84180 1.0 -0.9 -2.1
H 0.67387 3.03893 -2.19574 0.2 0.0 -0.4
H -0.38040 2.71523 -3.61553 0.6 0.0 0.3
H -2.26729 2.05624 -3.24310 -0.3 0.0 -0.2
H -3.27629 3.29041 -2.53117 0.3 -0.4 0.3
N 2.93991 -1.09524 3.77996 3.2 -2.9 1.2
C 2.16409 -0.16355 3.35092 -4.3 0.9 -3.0
N 2.29424 0.95464 4.03787 0.9 1.9 1.0
O 1.27583 -0.29975 2.43354 1.4 -0.1 1.3
H 3.63951 -0.75934 4.42637 -0.1 -0.7 0.1
H 3.06930 -2.04088 3.44963 -0.5 0.2 -0.4
H 1.68840 1.75801 3.95040 -0.5 0.4 -0.7
H 3.20163 1.12477 4.44750 -0.4 0.1 0.2
```
Forces are in eV/Å.

Results
spin multiplicity = 1
DFT total energy = -61301.62188 eV
relative energy (zero: lowest compared OMol25 entry of this formula, charge and spin) = 141.7 kcal per mole
max |F| = 0.1725 hartree/bohr
HOMO-LUMO gap = 8.7 eV
net charge = 0